The following is a DFT calculation (ωB97M-V with the def2-TZVPD basis set) of C26H23NO7PPd as an isolated structure.

Atoms and positions in Å:
Pd1 1.1159 -0.3654 -0.3082
O1 1.4633 3.3925 0.6990
C1 1.8499 2.3504 0.2050
O2 1.1912 1.6700 -0.6948
C2 3.2830 1.8753 0.5131
C3 3.8777 1.0824 -0.6508
C4 5.3817 0.8473 -0.4465
C5 5.3881 -0.2961 0.6028
C6 3.8972 -0.4112 0.9124
O3 3.3412 -0.2396 -0.4266
C7 3.4432 0.8480 1.6820
C8 2.2162 0.5919 2.5760
O4 2.3159 0.8781 3.7702
O5 1.2207 0.0593 1.9927
H1 3.8595 2.7751 0.7234
H2 3.5837 1.4268 -1.6374
H3 5.8768 1.7521 -0.0939
H4 5.8566 0.5345 -1.3760
H5 5.9718 -0.0654 1.4924
H6 5.7585 -1.2249 0.1688
H7 3.5579 -1.3583 1.3217
H8 4.2293 1.1700 2.3637
C9 -2.5027 3.7984 1.0927
C10 -2.5191 2.7267 1.9713
C11 -2.1607 1.4604 1.5335
C12 -1.7924 1.2592 0.2072
C13 -1.7526 2.3459 -0.6655
C14 -2.1166 3.6067 -0.2266
P1 -1.1625 -0.3441 -0.3621
C15 -1.9121 -0.5441 -2.0058
C16 -3.2400 -0.1942 -2.2461
C17 -3.7875 -0.3514 -3.5099
C18 -3.0098 -0.8544 -4.5445
C19 -1.6843 -1.1936 -4.3145
C20 -1.1358 -1.0367 -3.0495
C21 -1.9089 -1.5782 0.7333
C22 -3.0340 -2.3204 0.3921
C23 -3.5338 -3.2642 1.2772
C24 -2.9114 -3.4705 2.4995
C25 -1.7840 -2.7347 2.8385
C26 -1.2716 -1.7939 1.9575
H9 -2.7685 4.7886 1.4409
H10 -2.7911 2.8768 3.0081
H11 -2.1559 0.6334 2.2303
H12 -1.4113 2.2072 -1.6831
H13 -2.0705 4.4466 -0.9076
H14 -3.8400 0.2176 -1.4432
H15 -4.8189 -0.0745 -3.6889
H16 -3.4372 -0.9760 -5.5322
H17 -1.0745 -1.5793 -5.1213
H18 -0.1006 -1.2920 -2.8610
H19 -3.5120 -2.1793 -0.5681
H20 -4.4029 -3.8494 1.0035
H21 -3.2984 -4.2162 3.1832
H22 -1.2881 -2.9016 3.7860
H23 -0.3748 -1.2308 2.2087
O6 0.3434 -4.2155 -0.9269
N1 0.2588 -3.0167 -0.8380
O7 1.2829 -2.4483 -0.2574

- Highest occupied orbital energy (spin up / spin down): -4.9 / -4.9 eV
- LUMO energy (spin up / spin down): 2.51 / 2.51 eV
- Total energy: -55927.368 eV
- Gap between HOMO and LUMO (spin up / spin down): 0.271 / 0.271 Eh
- Net charge: -1
- ΔE to the lowest compared entry with this formula, charge and spin: 0.734 eV



The following is a DFT calculation (ωB97M-V with the def2-TZVPD basis set) of a 12-piece molecular cluster, C78H180N12O12 overall.

Atoms and positions in Å:
C1 -18.0380 -12.0238 9.6223
C2 -18.7674 -12.4250 8.3389
C3 -18.2018 -11.6040 7.1408
C4 -18.5812 -13.9272 8.1286
C5 -19.3790 -14.7722 9.1248
C6 -20.8656 -14.5374 8.9982
C7 -21.1639 -13.0923 9.2538
C8 -22.5894 -12.8769 8.7813
C9 -21.0534 -12.6034 10.7300
N1 -20.2555 -12.3252 8.3315
O1 -20.5866 -10.8963 8.3608
H1 -18.5756 -11.1864 10.1187
H2 -17.9981 -12.8649 10.3858
H3 -17.0084 -11.8182 9.3775
H4 -18.2418 -10.4742 7.3235
H5 -17.1343 -11.9502 7.0570
H6 -18.7306 -11.7876 6.1946
H7 -18.9925 -14.1721 7.1306
H8 -17.4917 -14.1300 8.2136
H9 -19.1150 -15.8516 9.0110
H10 -18.9959 -14.6069 10.1607
H11 -21.3790 -15.2414 9.6838
H12 -21.2062 -14.7735 7.9915
H13 -23.0688 -11.9610 9.0840
H14 -23.2672 -13.6923 9.0839
H15 -22.6527 -12.9337 7.6540
H16 -20.0454 -12.7429 11.0861
H17 -21.6702 -13.2081 11.4113
H18 -21.2675 -11.5551 10.7748
H19 -20.5568 -10.6640 7.4177
C10 -31.1757 -10.9791 15.3367
C11 -30.4639 -11.1537 13.9687
C12 -29.0987 -10.5040 14.0749
C13 -30.2894 -12.7023 13.6813
C14 -31.5821 -13.3275 13.1395
C15 -32.0074 -12.5938 11.9149
C16 -32.2858 -11.0617 12.1664
C17 -32.3770 -10.3632 10.8418
C18 -33.6404 -11.0344 12.9847
N2 -31.1335 -10.4195 12.8363
O2 -31.5376 -9.1252 13.1824
H20 -32.1063 -11.6405 15.3380
H21 -30.5544 -11.2849 16.1632
H22 -31.4005 -9.9205 15.4413
H23 -28.5862 -10.6885 13.0751
H24 -29.1811 -9.4171 14.2715
H25 -28.5525 -10.9238 14.9046
H26 -29.4849 -12.8990 13.0170
H27 -30.0576 -13.2242 14.5961
H28 -31.2429 -14.3341 12.8023
H29 -32.3311 -13.3691 13.9364
H30 -32.8865 -13.0854 11.4369
H31 -31.1317 -12.7177 11.1815
H32 -32.9303 -10.8770 10.0293
H33 -31.2759 -10.1939 10.4868
H34 -32.8287 -9.3753 10.9321
H35 -33.6769 -11.6603 13.8926
H36 -34.5133 -11.2733 12.3564
H37 -33.6925 -9.9546 13.2951
H38 -31.0327 -8.5182 12.5858
C19 -27.3494 -15.9949 4.4611
C20 -28.5208 -16.1396 5.4872
C21 -29.2297 -17.4701 5.3213
C22 -27.9186 -16.1518 6.9032
C23 -28.9259 -15.8100 7.9848
C24 -29.5624 -14.4499 7.7125
C25 -30.2564 -14.4383 6.3691
C26 -31.6672 -15.0262 6.4915
C27 -30.4369 -12.9901 5.9051
N3 -29.3521 -15.0041 5.3905
O3 -29.8941 -15.0232 4.0409
H39 -27.6960 -15.9376 3.3865
H40 -26.7614 -15.0865 4.6592
H41 -26.6983 -16.8135 4.6443
H42 -29.8687 -17.5008 4.3947
H43 -28.6240 -18.3566 5.2794
H44 -30.0193 -17.6924 6.0803
H45 -27.4556 -17.1087 6.9638
H46 -27.1578 -15.3723 6.9671
H47 -29.7311 -16.5309 7.9975
H48 -28.4841 -15.8378 9.0029
H49 -28.8077 -13.6863 7.7116
H50 -30.2782 -14.1826 8.4238
H51 -32.2756 -14.5320 7.2526
H52 -31.4913 -16.0434 6.8516
H53 -32.1761 -15.1511 5.5610
H54 -29.4466 -12.5536 5.7462
H55 -31.0132 -12.4286 6.6715
H56 -30.9793 -12.9451 4.9452
H57 -30.5841 -15.6735 4.1990
C28 -31.0294 -6.8874 9.6354
C29 -31.4043 -5.7062 10.6722
C30 -30.6198 -4.4920 10.1625
C31 -32.9167 -5.3365 10.6166
C32 -33.4072 -4.5805 11.7842
C33 -32.9278 -5.0313 13.1602
C34 -31.4333 -5.3323 13.2575
C35 -30.7668 -3.9691 13.2716
C36 -31.2400 -6.1253 14.5908
N4 -31.1094 -6.1346 12.0631
O4 -29.8519 -6.7593 12.1946
H58 -31.4215 -7.8352 9.8777
H59 -31.5444 -6.6704 8.7303
H60 -29.9360 -6.9042 9.5439
H61 -29.5309 -4.6341 10.3847
H62 -30.7845 -4.4537 9.0796
H63 -31.0141 -3.5766 10.6026
H64 -33.1720 -4.7009 9.7213
H65 -33.5248 -6.2323 10.4492
H66 -33.2689 -3.5169 11.5783
H67 -34.4839 -4.6975 11.7238
H68 -33.4506 -5.9579 13.4216
H69 -33.1458 -4.3323 13.9822
H70 -30.8472 -3.5596 14.3089
H71 -31.2838 -3.3900 12.5338
H72 -29.7354 -4.0108 12.9680
H73 -30.2517 -6.3273 14.9816
H74 -31.7321 -7.0872 14.3610
H75 -31.8291 -5.6181 15.3692
H76 -29.2101 -6.1533 11.8970
C37 -21.4690 -7.2679 5.0918
C38 -21.3463 -8.3091 6.1544
C39 -20.3923 -7.6955 7.2232
C40 -22.7536 -8.5480 6.8126
C41 -23.7431 -9.2695 5.9360
C42 -23.1446 -10.6579 5.5901
C43 -21.7969 -10.4848 4.8147
C44 -21.0687 -11.8634 4.6808
C45 -22.0323 -9.9543 3.3710
N5 -20.9295 -9.6652 5.7740
O5 -19.5628 -9.6121 5.3227
H77 -21.7936 -6.3452 5.6217
H78 -20.5276 -7.0303 4.5865
H79 -22.1869 -7.5457 4.3821
H80 -20.0575 -8.3843 8.0060
H81 -19.4791 -7.3661 6.7959
H82 -20.8893 -6.8306 7.6466
H83 -22.5509 -9.0995 7.7084
H84 -23.1293 -7.5366 7.1634
H85 -24.6361 -9.3260 6.5627
H86 -23.9402 -8.7268 4.9990
H87 -23.8030 -11.1904 4.8381
H88 -22.9521 -11.2836 6.4301
H89 -21.6857 -12.4203 4.0035
H90 -21.0791 -12.3784 5.6215
H91 -20.0533 -11.6861 4.3156
H92 -22.7507 -9.1035 3.3683
H93 -22.5269 -10.7467 2.7329
H94 -21.0656 -9.7241 2.8841
H95 -19.4740 -8.8965 4.6972
C46 -26.5484 -6.7240 6.9439
C47 -26.6903 -5.1894 6.9334
C48 -27.8975 -4.7689 7.7802
C49 -25.3946 -4.6167 7.5566
C50 -24.1725 -4.6851 6.6710
C51 -24.5233 -3.9320 5.3544
C52 -25.7053 -4.5399 4.5866
C53 -26.1903 -3.6308 3.5117
C54 -25.3634 -5.9557 4.0093
N6 -26.8385 -4.6025 5.5908
O6 -28.0411 -5.0565 4.9397
H96 -25.4825 -6.9968 7.0286
H97 -27.0842 -7.1830 7.7331
H98 -26.9116 -7.0982 5.9862
H99 -27.7461 -5.3702 8.6746
H100 -27.8638 -3.7023 8.0264
H101 -28.8378 -5.0122 7.2774
H102 -25.6738 -3.5327 7.7780
H103 -25.2253 -5.0932 8.5610
H104 -23.3669 -4.2109 7.2148
H105 -24.0281 -5.7265 6.3842
H106 -23.6567 -3.9136 4.6922
H107 -24.6996 -2.8861 5.7010
H108 -26.5272 -2.6125 3.7837
H109 -27.1084 -4.1069 3.0860
H110 -25.4114 -3.5144 2.7579
H111 -24.5369 -5.8691 3.3273
H112 -26.1950 -6.4092 3.5198
H113 -25.0453 -6.5615 4.8187
H114 -28.0603 -5.9680 4.6273
C55 -23.1528 -5.3649 10.5027
O7 -24.2588 -5.3724 11.4151
C56 -24.9115 -6.6222 11.6439
C57 -26.2835 -6.4311 12.3127
C58 -26.8973 -7.6991 12.9454
N7 -27.2864 -5.8922 11.3548
H115 -22.3498 -6.0527 10.8818
H116 -22.7807 -4.3039 10.5751
H117 -23.3999 -5.5670 9.4248
H118 -25.0569 -7.1484 10.7419
H119 -24.3221 -7.2793 12.2922
H120 -26.1822 -5.7282 13.1133
H121 -26.2396 -8.1934 13.6562
H122 -27.1804 -8.3815 12.1290
H123 -27.7739 -7.3440 13.4775
H124 -27.3074 -6.4628 10.4820
H125 -26.9710 -4.9893 10.9377
C59 -23.8217 -13.4892 2.3653
O8 -24.9113 -14.3132 1.8474
C60 -26.1724 -13.7124 2.1561
C61 -27.4578 -14.2842 1.5291
C62 -27.4316 -13.9678 0.0303
N8 -28.5568 -13.5121 2.1378
H126 -22.9390 -14.0727 2.1594
H127 -23.9457 -13.3383 3.4270
H128 -23.7905 -12.5727 1.7535
H129 -26.3251 -13.7956 3.2430
H130 -26.1452 -12.5647 2.0219
H131 -27.5473 -15.3684 1.6862
H132 -26.5406 -14.2500 -0.5796
H133 -27.7038 -12.9532 0.0245
H134 -28.2781 -14.4090 -0.4871
H135 -28.5571 -13.7444 3.1062
H136 -29.4063 -13.8985 1.7294
C63 -22.9315 -9.5138 10.7542
O9 -22.3748 -9.7561 11.9943
C64 -21.0629 -9.2667 12.0552
C65 -20.3959 -10.0175 13.2078
C66 -20.9830 -9.6186 14.5623
N9 -18.9359 -9.8327 13.1371
H137 -22.2910 -9.8224 9.9835
H138 -23.1979 -8.4365 10.6116
H139 -23.9118 -10.0314 10.5630
H140 -20.5940 -9.4722 11.1105
H141 -20.9781 -8.2095 12.2375
H142 -20.6923 -11.0614 12.9947
H143 -21.2082 -8.5373 14.6305
H144 -20.3683 -9.9403 15.3759
H145 -21.9272 -10.1427 14.6426
H146 -18.5971 -10.2988 14.0062
H147 -18.4755 -10.2678 12.3467
C67 -32.2789 -9.0567 6.3168
O10 -30.8812 -8.8039 6.4841
C68 -30.2719 -7.8509 5.6459
C69 -29.6048 -8.4100 4.4529
C70 -28.3555 -9.2077 4.7811
N10 -29.1254 -7.2078 3.6357
H148 -32.5671 -9.9358 6.8948
H149 -32.6472 -9.1267 5.2745
H150 -32.8915 -8.2179 6.7079
H151 -30.9974 -7.1672 5.2670
H152 -29.5406 -7.2036 6.1495
H153 -30.3091 -9.0526 3.9153
H154 -27.5010 -8.6147 5.1624
H155 -27.9145 -9.4790 3.8373
H156 -28.6788 -10.0753 5.2982
H157 -29.9943 -6.7994 3.1892
H158 -28.5718 -7.5686 2.8207
C71 -25.4966 -14.1078 11.6600
O11 -25.4932 -12.7335 11.7680
C72 -25.7628 -12.1318 12.9906
C73 -24.6754 -12.4660 14.0677
C74 -24.9363 -11.6408 15.2557
N11 -23.3047 -12.0811 13.6441
H159 -26.4383 -14.6255 12.0473
H160 -24.6347 -14.5634 12.2090
H161 -25.3789 -14.3499 10.5932
H162 -25.7293 -11.1049 12.7408
H163 -26.8412 -12.3034 13.3166
H164 -24.7565 -13.4736 14.3605
H165 -24.3326 -11.8790 16.1668
H166 -25.9875 -11.8584 15.5975
H167 -24.8371 -10.5377 14.9952
H168 -23.4375 -11.0578 13.3739
H169 -23.1168 -12.4362 12.7135
C75 -26.3560 -11.7336 6.8045
O12 -26.4050 -10.3721 7.2328
C76 -26.0408 -10.2101 8.6139
C77 -27.1779 -10.2811 9.6702
C78 -27.8179 -11.6634 9.8017
N12 -28.1435 -9.0759 9.4142
H170 -26.5610 -11.7430 5.7907
H171 -27.0624 -12.3949 7.3661
H172 -25.3337 -12.1071 6.9046
H173 -25.3406 -10.9535 8.9171
H174 -25.6059 -9.1854 8.7027
H175 -26.7033 -10.1782 10.6396
H176 -27.0606 -12.4230 9.9546
H177 -28.5138 -11.8760 8.9833
H178 -28.4462 -11.7296 10.6969
H179 -28.4784 -9.1187 8.4866
H180 -28.9428 -9.2531 9.9955

- Highest occupied orbital energy: -7.9 eV
- LUMO energy: 0.33 eV
- Total energy: -126244.194 eV
- Gap between HOMO and LUMO: 0.304 Eh
- SMILES: CC1(C)CCCC(C)(C)N1O.CC1(C)CCCC(C)(C)N1O.CC1(C)CCCC(C)(C)N1O.CC1(C)CCCC(C)(C)N1O.CC1(C)CCCC(C)(C)N1O.CC1(C)CCCC(C)(C)N1O.COC[C@H](C)N.COC[C@H](C)N.COC[C@H](C)N.COC[C@H](C)N.COC[C@H](C)N.COC[C@H](C)N
- ΔE to the lowest compared entry with this formula, charge and spin: 2.012 eV



The following is a DFT calculation (ωB97M-V with the def2-TZVPD basis set) of one molecule with the formula C6H18Si2.

Atoms and positions in Å:
C1 1.5876 -0.7759 1.8006
Si1 -0.0827 -0.2874 1.1764
C2 -1.1894 -1.8148 1.2619
C3 -0.9251 1.1398 2.1152
Si2 0.1176 0.3216 -1.0740
C4 0.5307 2.1404 -1.0289
C5 -1.3765 -0.0223 -2.1237
C6 1.3898 -0.6903 -2.0336
H1 2.1207 -1.3881 1.0517
H2 1.5449 -1.3142 2.7597
H3 2.0858 0.1832 1.9304
H4 -1.2625 -2.4196 0.3413
H5 -0.8932 -2.5077 2.0636
H6 -2.1584 -1.4358 1.5723
H7 -1.3292 0.7323 3.0243
H8 -0.2339 1.9506 2.3209
H9 -1.7552 1.5615 1.5407
H10 1.0337 2.4754 -1.9151
H11 -0.3821 2.7163 -0.9223
H12 1.2700 2.2878 -0.2235
H13 -1.0594 -0.2118 -3.1617
H14 -1.9126 -0.8933 -1.7161
H15 -2.0156 0.8551 -2.1319
H16 1.0440 -0.7086 -3.0517
H17 1.4822 -1.6727 -1.6188
H18 2.3688 -0.2215 -1.9577

- Highest occupied orbital energy: -8.7 eV
- LUMO energy: 0.96 eV
- Total energy: -22270.282 eV
- Gap between HOMO and LUMO: 0.356 Eh
- SMILES: C[Si](C)(C)[Si](C)(C)C
- ΔE to the lowest compared entry with this formula, charge and spin: 0.000 eV



> Which value of ΔE to the lowest compared entry with this formula, charge and spin does entry 2 give?

2.012 eV